(1)
The following is a DFT calculation (wB97M-V/def2-TZVPD) of C56H58N7O3PS2V as an isolated structure.

Geometry as XYZ:
```
128
Properties=species:S:1:pos:R:3:mulliken_spin:R:1
V -1.18 -0.67 1.56 2.059
C -0.63 -4.87 0.57 0.006
C -1.50 -4.25 -0.54 -0.008
C -2.08 -2.84 -0.25 0.056
N -2.02 -2.39 1.14 -0.107
C -2.68 -3.02 2.09 0.006
C -3.57 -4.09 1.83 0.056
C -4.23 -4.95 2.69 -0.022
C -4.21 -5.02 4.07 0.058
C -3.58 -4.12 4.92 -0.017
C -2.92 -2.94 4.64 0.067
C -2.57 -2.34 3.41 0.026
N -2.08 -1.13 3.29 -0.178
C -2.35 -0.11 4.31 0.051
C -1.13 0.70 4.73 -0.017
C -0.39 1.23 3.49 0.035
N 0.16 0.08 2.78 -0.070
C 1.27 -0.51 3.18 0.004
C 2.06 -0.02 4.22 0.037
C 3.23 -0.52 4.81 -0.019
C 4.00 -1.60 4.47 0.040
C 3.80 -2.43 3.36 -0.017
C 2.80 -2.44 2.42 0.031
C 1.58 -1.69 2.31 0.031
N 0.67 -1.92 1.40 -0.097
C 1.00 -2.87 0.33 0.040
C 0.82 -4.36 0.60 -0.005
H -1.09 -4.71 1.54 -0.001
H -0.61 -5.95 0.42 -0.001
H -0.92 -4.19 -1.46 0.001
H -2.32 -4.94 -0.74 0.000
H -1.54 -2.11 -0.85 -0.003
H -3.12 -2.79 -0.59 0.005
H -3.76 -4.26 0.78 0.010
H -4.84 -5.69 2.20 -0.001
H -4.74 -5.85 4.53 0.005
H -3.66 -4.35 5.98 -0.002
H -2.57 -2.40 5.52 0.011
H -3.08 0.58 3.85 -0.007
H -2.84 -0.53 5.18 0.000
H -1.45 1.53 5.36 -0.001
H -0.45 0.07 5.30 -0.001
H -1.12 1.72 2.83 -0.011
H 0.37 1.96 3.73 0.002
H 1.70 0.89 4.68 0.009
H 3.58 0.06 5.65 -0.002
H 4.86 -1.81 5.10 0.003
H 4.56 -3.19 3.20 -0.001
H 2.93 -3.19 1.65 0.007
H 0.42 -2.60 -0.54 0.005
H 2.03 -2.71 0.02 0.005
H 1.39 -4.88 -0.18 -0.001
H 1.27 -4.64 1.56 0.000
C 1.96 5.77 -0.38 0.000
O 0.76 6.51 -0.10 0.000
C -0.37 6.19 -0.80 -0.001
C -0.99 7.24 -1.46 0.000
C -2.17 7.05 -2.17 0.000
C -2.71 5.77 -2.24 0.000
C -2.10 4.72 -1.59 0.000
C -0.94 4.91 -0.84 0.000
N -0.34 3.86 -0.11 -0.001
C -0.92 2.61 0.10 0.048
N -2.17 2.71 0.63 -0.014
C -3.22 1.76 0.77 -0.084
C -3.03 0.42 1.10 -0.014
C -4.24 -0.29 1.28 -0.009
C -5.50 0.26 1.17 -0.004
C -5.64 1.61 0.85 0.007
C -4.50 2.34 0.64 -0.015
O -4.50 3.68 0.32 0.001
C -5.74 4.32 0.13 0.000
N -0.28 1.51 -0.07 -0.051
C 0.94 1.67 -0.79 0.040
C 2.13 1.25 -0.20 -0.005
C 3.36 1.41 -0.81 -0.001
C 3.44 1.98 -2.07 0.001
C 2.27 2.38 -2.69 0.000
C 1.03 2.23 -2.07 -0.003
O -0.06 2.72 -2.74 0.000
C -0.89 1.74 -3.36 0.000
H 2.79 6.46 -0.28 0.000
H 1.95 5.36 -1.39 0.000
H 2.10 4.96 0.34 0.000
H -0.53 8.22 -1.39 0.000
H -2.63 7.88 -2.69 0.000
H -3.61 5.59 -2.82 0.000
H -2.53 3.73 -1.66 0.000
H 0.66 3.78 -0.24 0.000
H -2.51 3.66 0.67 0.000
H -4.21 -1.34 1.55 0.020
H -6.37 -0.35 1.34 0.000
H -6.62 2.06 0.76 0.001
H -5.51 5.34 -0.17 0.000
H -6.33 4.34 1.05 0.000
H -6.32 3.83 -0.66 0.000
H 2.06 0.81 0.78 0.008
H 4.26 1.07 -0.30 0.000
H 4.39 2.10 -2.57 0.000
H 2.28 2.83 -3.68 0.000
H -1.71 2.30 -3.82 0.000
H -1.28 1.02 -2.64 0.000
H -0.34 1.20 -4.13 0.000
S 1.41 -3.84 -4.51 0.000
P 2.11 -2.19 -3.66 0.000
S 0.87 -1.05 -2.59 0.000
C 3.59 -2.61 -2.67 0.000
C 4.46 -3.62 -3.09 0.000
C 5.58 -3.94 -2.35 0.000
C 5.85 -3.27 -1.16 0.001
C 4.99 -2.26 -0.73 0.000
C 3.87 -1.93 -1.49 -0.001
C 2.83 -1.08 -4.95 0.000
C 3.90 -0.23 -4.67 0.000
C 4.34 0.68 -5.62 0.000
C 3.71 0.76 -6.85 0.000
C 2.65 -0.09 -7.14 0.000
C 2.21 -1.00 -6.19 0.000
H 4.23 -4.16 -4.00 0.000
H 6.25 -4.72 -2.69 0.000
H 6.72 -3.53 -0.57 0.000
H 5.19 -1.74 0.20 -0.001
H 3.20 -1.15 -1.17 0.001
H 4.38 -0.28 -3.70 0.000
H 5.17 1.34 -5.38 0.000
H 4.05 1.48 -7.59 0.000
H 2.16 -0.03 -8.10 0.000
H 1.39 -1.68 -6.41 0.000
```

* expectation value of S²: 2.0293
* HOMO energy (spin up / spin down): -4.51 / -4.53 eV
* 2S+1: 3
* charge: -1

=====

(2)
The following is a DFT calculation (wB97M-V/def2-TZVPD) of a 3-piece molecular cluster, C3H12NO2 overall.

Geometry as XYZ:
```
18
Properties=species:S:1:pos:R:3:nbo_charge:R:1
C 1.68 -0.02 1.38 -0.671
C 1.52 0.11 -0.09 0.140
C 1.80 1.16 -0.83 -0.372
N 0.86 -1.04 -0.77 -0.737
H 0.82 0.38 1.93 0.249
H 1.67 -1.07 1.70 0.221
H 2.62 0.41 1.70 0.264
H 1.62 1.29 -1.89 0.220
H 2.25 2.06 -0.42 0.238
H 0.98 -1.88 -0.21 0.425
H 1.28 -1.21 -1.68 0.436
H -0.24 -0.88 -0.78 0.475
H -2.23 -0.07 -0.13 0.517
H -2.13 -0.59 -1.52 0.491
O -1.72 -0.78 -0.65 -0.962
H -3.65 0.36 1.47 0.505
H -3.90 0.91 0.06 0.490
O -3.23 0.86 0.74 -0.927
```

* HOMO energy: -14.18 eV
* charge: +1

=====

(3)
The following is a DFT calculation (wB97M-V/def2-TZVPD) of C3H12O3S2 as an isolated structure.

Geometry as XYZ:
```
20
Properties=species:S:1:pos:R:3:nbo_charge:R:1
C -0.65 -0.35 0.63 -0.476
C -0.23 -1.65 0.03 -0.501
O -1.52 -2.47 -0.86 -0.593
C -2.08 0.13 0.24 -0.536
S -2.19 1.75 1.15 0.188
S 2.51 0.03 0.97 -0.347
H 0.07 0.47 0.33 0.280
H -0.57 -0.27 1.73 0.228
H 0.78 -2.16 0.37 0.292
H -0.93 -2.59 0.29 0.436
H -0.27 -1.62 -1.13 0.414
H -2.89 -0.59 0.43 0.278
H -2.05 0.54 -0.89 0.247
H 3.49 0.82 1.32 0.110
H 1.99 -0.23 -1.28 0.470
H 2.66 -0.79 -2.39 0.464
O 1.72 -0.56 -2.10 -0.947
H -0.77 3.06 0.43 0.454
H 0.71 3.47 0.69 0.467
O 0.21 3.01 0.05 -0.927
```

* HOMO energy: -8.39 eV

=====

(4)
The following is a DFT calculation (wB97M-V/def2-TZVPD) of a 4-piece molecular cluster, C28H48FIN8O6 overall.

Geometry as XYZ:
```
92
Properties=species:S:1:pos:R:3:lowdin_charge:R:1
H -7.76 -1.21 -1.03 0.036
N -7.08 -0.49 -0.75 0.102
C -6.02 -0.60 -1.53 -0.461
N -6.02 -1.65 -2.59 0.042
N -4.89 0.36 -1.32 -0.007
C -3.94 -0.39 -0.39 -0.228
C -2.78 0.56 0.18 -0.193
C -1.61 -0.23 0.95 -0.176
C -0.89 -1.18 -0.16 -0.148
C 0.54 -1.72 0.31 -0.230
C 1.65 -0.66 0.85 -0.342
O 1.62 0.13 1.83 0.014
N 2.84 -0.77 -0.01 0.096
C 2.30 -1.27 -1.32 -0.412
C 3.40 -1.90 -2.36 -0.186
N 2.92 -1.87 -3.77 0.013
O 1.47 -0.39 -2.11 0.000
C 1.98 0.94 -2.15 -0.303
O 3.18 1.22 -2.43 0.079
C 1.04 2.22 -1.87 -0.061
C 0.36 2.54 -0.52 0.012
C -0.47 3.86 -0.45 -0.026
C -0.62 4.83 -1.68 -0.066
C 0.05 4.51 -3.05 -0.058
C 0.88 3.18 -3.11 -0.010
C 1.45 -2.56 -0.76 -0.531
I 2.68 -3.75 0.66 0.991
C 0.65 -3.46 -1.80 -0.291
C 1.49 -4.64 -2.48 -0.087
F -0.52 -4.10 -1.19 -0.089
H -6.52 -1.26 -3.41 0.079
H -6.58 -2.47 -2.31 0.070
H -4.38 0.35 -2.23 0.107
H -4.50 -0.85 0.49 0.127
H -3.55 -1.28 -1.02 0.112
H -3.24 1.35 0.88 0.125
H -2.30 1.10 -0.70 0.098
H -2.14 -0.93 1.70 0.121
H -0.88 0.45 1.51 0.093
H -1.65 -2.02 -0.36 0.110
H -0.86 -0.57 -1.14 0.117
H 0.35 -2.50 1.14 0.103
H 3.48 0.04 -0.06 0.150
H 3.82 -2.90 -2.01 0.076
H 4.28 -1.15 -2.31 0.128
H 2.02 -2.35 -3.90 0.049
H 3.63 -2.22 -4.43 0.084
H 0.49 1.86 0.39 0.080
H -0.99 4.23 0.51 0.070
H -1.21 5.82 -1.62 0.083
H 0.01 5.17 -3.98 0.089
H 1.39 2.94 -4.10 0.101
H 0.26 -2.80 -2.66 0.156
H 1.43 -4.64 -3.63 0.090
H 1.06 -5.67 -2.17 0.100
H 2.60 -4.67 -2.20 0.041
C -2.18 -8.47 0.78 -0.081
N -2.31 -8.67 -0.64 -0.002
C -2.55 -7.75 -1.61 -0.553
C -2.70 -6.31 -1.19 -0.016
O -2.63 -8.10 -2.78 0.023
H -1.19 -8.81 1.09 0.082
H -2.94 -9.06 1.29 0.082
H -2.29 -7.42 1.06 0.075
H -2.21 -9.61 -1.00 0.140
H -2.89 -5.69 -2.07 0.086
H -3.55 -6.21 -0.51 0.086
H -1.79 -5.96 -0.71 0.064
C 5.33 3.08 5.07 -0.085
N 5.52 3.24 3.64 -0.005
C 4.77 2.73 2.63 -0.549
C 3.59 1.87 2.99 -0.016
O 5.07 2.97 1.46 0.025
H 5.19 4.07 5.51 0.080
H 6.23 2.62 5.48 0.081
H 4.47 2.45 5.30 0.074
H 6.29 3.81 3.32 0.138
H 3.09 1.53 2.08 0.042
H 3.92 0.99 3.55 0.093
H 2.87 2.44 3.58 0.091
C 0.86 7.50 3.90 -0.077
N -0.08 6.42 3.63 0.004
C -0.81 6.20 2.51 -0.547
C -0.66 7.17 1.36 -0.012
O -1.56 5.24 2.45 0.010
H 1.83 7.06 4.11 0.083
H 0.51 8.04 4.78 0.083
H 0.95 8.18 3.05 0.075
H -0.23 5.73 4.35 0.142
H -1.30 6.86 0.54 0.066
H -0.96 8.17 1.68 0.087
H 0.38 7.18 1.01 0.092
```

* HOMO energy: -8.78 eV
* SMILES: [H]/N=C(\N)NCCCC[C@@H]1C(=O)N[C@](CN)(OC(=O)c2ccccc2)[C@]1(I)[C@@H](C)F.CNC(C)=O.CNC(C)=O.CNC(C)=O

=====

(5)
The following is a DFT calculation (wB97M-V/def2-TZVPD) of C4H6O2 as an isolated structure.

Geometry as XYZ:
```
12
Properties=species:S:1:pos:R:3:nbo_charge:R:1
O 1.78 -1.60 -0.16 -0.600
C 1.32 -0.60 0.51 0.374
C 0.33 0.05 -0.25 -0.485
C -1.12 -0.50 -0.26 -0.026
O -1.63 0.77 0.16 -0.534
C -0.33 1.38 0.06 -0.054
H 1.75 -0.38 1.50 0.181
H 1.08 -1.00 -1.02 0.441
H -1.50 -0.78 -1.24 0.174
H -1.34 -1.30 0.46 0.176
H -0.03 1.87 0.99 0.173
H -0.30 2.11 -0.76 0.180
```

* HOMO energy: -8.73 eV

=====

(6)
The following is a DFT calculation (wB97M-V/def2-TZVPD) of a 2-piece molecular cluster, C4H8NO overall.

Geometry as XYZ:
```
14
Properties=species:S:1:pos:R:3:nbo_charge:R:1
C -0.70 0.51 -2.36 0.247
C -1.54 -0.73 -2.37 -0.238
C 1.28 -0.42 2.34 -0.729
C 0.74 0.76 1.62 0.529
N -1.02 0.10 -1.24 -0.381
O -0.23 0.82 0.93 -0.592
H -0.02 1.25 -2.99 0.292
H -2.59 -0.64 -2.79 0.237
H -1.13 -1.67 -2.48 0.217
H 0.80 -1.35 2.26 0.248
H 2.47 -0.46 2.20 0.271
H 1.28 -0.02 3.29 0.266
H 1.39 1.68 1.74 0.150
H -0.74 0.16 -0.14 0.482
```

* HOMO energy: -15.06 eV
* charge: +1

=====

| no. | calculated total energy (eV) |
| --- | --- |
| 1 | -132236.129 |
| 2 | -8884.079 |
| 3 | -31106.918 |
| 4 | -64831.713 |
| 5 | -8335.423 |
| 6 | -7804.670 |